Computed, not measured: a molecular structure, C17H28F3GaNO4S in a non-equilibrium geometry, with the ωB97M-V functional and the def2-TZVPD basis.

Last column: Mulliken charge in e.
Cartesian coordinates (Å):
C  -2.7472  1.1110  -0.1282  0.313
H  4.7016  2.0964  -0.3297  0.232
C  0.5899  -3.6696  1.4772  -0.323
H  -0.6723  0.8024  -2.0897  0.118
C  1.7931  -3.1648  0.6307  0.448
H  -4.9690  0.7138  -0.4490  0.329
H  0.0386  1.2877  -3.7096  0.301
H  -3.0017  -1.9095  1.1657  0.278
H  1.9569  3.2725  -0.4622  0.444
N  4.6904  1.2331  0.2457  -0.578
H  -2.7252  1.7362  0.8274  0.173
C  -4.0598  0.1551  -0.0045  -0.674
H  0.5805  2.1267  -0.0440  -0.762
H  4.9781  0.4409  -0.3585  0.228
H  0.1726  3.8093  -2.5099  0.327
H  1.4849  -5.5874  -2.2485  0.296
H  -3.6347  -1.5682  2.8543  0.266
H  -2.9987  1.6218  -2.3607  0.279
C  -0.2392  -4.8650  0.9385  -0.348
H  1.9349  0.5863  -2.1807  0.204
O  -4.3094  -0.1786  1.3982  -0.427
H  -1.2196  3.2455  -0.3263  0.176
C  -3.2542  -1.0566  1.8909  -0.394
H  -3.9229  2.7222  -1.2071  0.416
F  0.4177  1.7522  4.6719  -0.236
H  1.2219  -1.0289  -0.2385  0.442
C  -2.9221  2.1627  -1.3474  -0.749
H  -2.3101  -0.4787  2.1903  0.029
C  2.3350  -1.0043  0.0640  -0.503
C  1.2378  -5.1033  -1.2449  -0.355
C  2.0909  -3.9037  -0.7233  -0.259
O  3.4205  0.8023  3.8239  -0.668
Ga  2.8178  0.9177  0.6257  -0.229
H  -1.8367  0.4340  -0.2401  -0.071
H  0.3918  -3.1197  2.4601  0.351
C  -1.7278  3.2506  -1.3523  -0.414
C  0.0146  -5.6048  -0.3999  -0.445
C  1.4956  1.6397  -2.0557  -0.567
H  2.9442  -3.5652  -1.3928  0.262
O  2.6086  2.9351  2.9851  -0.677
C  1.6178  2.1837  -0.5238  0.369
C  -0.0113  1.5920  -2.5980  -0.422
F  -0.2268  1.7429  2.4932  -0.231
S  2.4161  1.4188  2.8485  0.819
H  -2.2047  4.2871  -1.4738  0.343
H  2.9192  -1.2386  -0.9111  0.205
H  2.1495  2.3460  -2.6985  0.283
F  0.4364  -0.2998  3.5178  -0.187
H  -0.6622  -6.4680  -0.7432  0.302
O  2.5618  -2.0298  1.0858  -0.382
C  -0.7118  3.0693  -2.5874  -0.781
H  -1.1319  -5.2020  1.5636  0.277
C  0.6431  1.0964  3.4125  0.551
H  -3.9343  -0.8088  -0.6274  0.301
H  -1.2282  3.2635  -3.6042  0.323

The calculation puts the energy at -99120.844 eV. The value obtained for the lowest unoccupied orbital energy is 0.100 Ha. Its charge is -1. Its HOMO energy is -5.501 eV. The calculation puts the max |F| at 6.83 eV Å⁻¹.

---

Computed, not measured: a molecular structure, C17H28LuN7O3S4Sb, with the ωB97M-V functional and the def2-TZVPD basis.

Last column: Mulliken charge in e.
Cartesian coordinates (Å):
C  1.8617  0.4439  -2.6499  -0.228
S  3.7254  -4.0950  2.9731  -0.709
H  1.6463  -3.3544  -3.8282  0.261
H  2.0097  -2.0152  -2.8538  0.252
H  -0.0797  2.7424  1.3801  0.408
C  0.6054  1.3334  -2.6583  0.868
C  -3.7512  3.5447  -1.8451  -0.563
H  -0.9806  -1.0421  4.0160  0.365
H  -2.3271  0.9802  -0.1202  -0.192
H  -2.8960  4.5176  -3.5369  0.392
N  -0.3266  1.1639  -1.7647  0.526
C  0.7625  1.4347  2.8830  -1.075
H  0.2254  -0.0060  4.7377  0.377
C  -2.0355  -0.7746  1.6539  -1.258
O  -0.2402  -1.9262  -1.7661  -0.442
S  3.4618  -0.6524  1.4933  -0.677
C  -1.3641  0.4726  2.1954  -0.212
S  1.9866  -3.5407  -0.2794  -0.627
H  -3.0594  -0.5226  1.3477  0.499
Sb  3.9340  -2.9565  0.9914  0.810
H  -1.3180  -3.9983  -2.2807  0.234
H  -1.3321  1.2095  1.3915  -0.264
H  -0.0872  -3.0357  2.6218  0.062
H  1.3393  2.3796  -4.3958  0.569
N  1.3799  1.5415  0.5173  -0.347
C  -0.5665  3.1194  -3.7479  -0.882
C  -1.6072  2.9554  -2.7931  0.977
H  1.5216  -3.2405  2.4772  0.009
N  1.2921  -2.5544  -3.3291  -0.249
H  2.3799  1.3406  0.6145  0.305
H  -4.6455  4.1535  -1.8461  0.374
C  0.8860  2.3126  1.6550  -1.205
N  -1.2700  -1.3617  0.5550  -0.180
S  5.8118  -3.1725  -0.2356  -0.699
H  -1.9967  0.9042  2.9935  0.030
H  -0.6623  3.8845  -4.5102  0.398
N  0.7885  -2.5208  2.5392  -0.102
H  0.3317  2.0277  3.7093  0.352
H  2.0447  -1.3647  3.6964  0.278
H  1.5295  3.1639  1.9097  0.460
H  -2.1310  -1.5288  2.4378  0.502
H  1.2577  2.0531  -0.3521  0.119
C  0.1464  -2.7082  -2.6454  0.211
O  2.5241  0.4445  -3.6807  -0.750
H  -1.4249  -2.3636  0.4609  0.227
C  1.0266  -1.7540  3.7642  -0.640
H  0.9788  -2.3653  4.6737  0.457
H  -1.5208  -0.9720  -0.3525  0.216
H  1.7614  1.1184  3.1967  0.535
C  0.5234  2.3195  -3.6919  -0.901
C  -1.4423  1.9573  -1.8232  -0.306
C  0.0204  -0.6301  3.8579  -1.157
C  -2.4635  1.7596  -0.8587  0.602
Lu  1.2338  -1.1072  0.2034  1.317
H  -4.3573  2.3699  -0.1228  0.431
N  -0.6462  -3.7745  -2.9983  -0.611
H  -0.1807  -4.5772  -3.3901  0.213
C  -2.7838  3.7478  -2.7825  -0.851
C  -3.5869  2.5302  -0.8656  -0.634
O  2.0958  -0.2259  -1.5914  -0.334
N  -0.0091  0.2150  2.6498  1.459

The calculation puts the energy at -118166.709 eV. The energy above the lowest of the compared OMol25 structures with the same formula, charge and spin comes out at 8.12 kcal per mole. The value obtained for the lowest unoccupied orbital energy is 0.064 Ha. Its charge is -1. Its HOMO energy is -3.930 eV. The calculation puts the max |F| at 0.81 eV Å⁻¹.

---

Computed, not measured: a molecular structure, C17H28N11O8ReS, with the ωB97M-V functional and the def2-TZVPD basis.

Last column: Löwdin spin population.
Cartesian coordinates (Å):
H  2.0061  -3.9859  2.3370  0.000
N  1.0823  -0.4035  4.7586  0.162
C  3.9981  -2.1608  1.5263  0.000
C  -0.2557  -2.9229  -1.0930  0.007
N  -1.1161  -0.9721  -0.5124  0.029
O  -1.9782  0.8791  -2.6002  0.048
N  1.8227  1.8775  -1.6209  0.006
N  1.8308  4.1374  -2.0133  0.008
N  1.1058  0.6846  -1.3843  -0.002
H  1.0889  -2.5578  2.8132  0.000
H  1.1852  0.0852  -2.2059  0.000
H  -2.7116  1.9430  1.7451  0.000
H  -2.0509  -0.4834  1.9420  0.000
H  -2.0757  1.6202  -4.5407  0.001
H  -0.4608  1.1291  -3.9730  0.000
C  1.1678  3.0586  -1.6830  0.006
H  -3.3942  -0.5781  -2.1846  0.001
O  2.3637  -2.7621  -0.4349  0.001
N  -0.1673  1.3722  1.0264  0.134
H  4.2161  -3.2106  1.7328  0.000
H  -0.5749  -1.2077  2.6209  0.001
H  4.5980  -1.8728  0.6589  0.000
C  1.1774  3.0247  3.7675  0.024
H  -4.8820  0.9357  -0.9590  0.000
H  5.2792  -1.2729  2.9803  0.000
C  -3.3758  0.4869  -2.4132  0.002
H  -0.5911  -4.1114  1.9993  0.000
H  2.8092  1.8050  -1.8212  0.000
C  -0.6679  -1.7445  -1.5796  0.010
C  0.1594  -3.8298  1.2634  0.001
H  3.9211  -0.2422  2.5330  0.000
Re  -0.9585  1.0912  -0.7701  1.835
O  0.3767  -5.1059  -1.3829  0.001
N  -0.4544  -2.9151  0.2723  0.013
H  -3.5460  3.0936  0.6607  0.001
C  -1.4303  -1.3748  1.9636  0.003
O  0.5808  -3.6993  -3.0256  0.000
H  1.5386  0.1591  -0.6018  0.002
C  -1.5168  0.8716  -3.9841  0.003
C  4.2183  -1.2695  2.7383  0.000
H  2.8117  4.1027  -2.2552  0.000
O  -2.1639  3.8095  -1.2639  0.019
H  -4.4028  1.6414  1.2689  0.000
H  -4.0331  2.3719  -1.5915  0.001
O  -2.9745  1.2659  -0.1892  0.044
C  1.3650  -3.1851  1.9655  0.001
N  1.4649  4.0902  4.1097  0.191
H  0.4477  -4.7179  0.7189  0.000
N  -1.0049  4.0855  -1.4925  0.012
N  0.2635  -4.0207  -1.9029  0.000
H  -2.0250  -2.1833  2.3915  0.001
O  -0.5644  5.1617  -1.7955  0.015
H  -0.6783  -1.4273  -2.6075  0.000
H  1.3557  5.0282  -2.0360  0.000
C  -3.4464  2.0525  0.9548  0.003
H  3.6802  -1.6326  3.6133  0.000
C  -3.9252  1.3295  -1.3004  0.003
H  -3.9268  0.6722  -3.3339  0.000
O  1.7684  -0.8016  0.9514  0.000
N  -0.1521  2.9640  -1.3798  0.036
H  -1.6675  -0.1180  -4.4133  0.001
C  0.2943  1.5333  2.0812  0.049
S  2.3484  -2.1537  0.8702  0.000
C  -1.0022  -1.7338  0.5902  0.029
C  0.8347  1.7252  3.3480  0.273
C  1.0143  0.5684  4.1421  0.023

The calculation puts the energy at -63784.585 eV. The energy above the lowest of the compared OMol25 structures with the same formula, charge and spin comes out at 0.00 kcal per mole. The value obtained for the lowest unoccupied orbital energy (spin up / spin down) is -0.328 / -0.437 Ha. As for the multiplicity: 4. Its charge is +3. Its expectation value of S² is 3.8005. Its HOMO energy (spin up / spin down) is -18.115 / -17.771 eV. The calculation puts the max |F| at 0.63 eV Å⁻¹.